## P
DFT (ωB97M-V/def2-TZVPD) results for C2H6FNS as an isolated structure.

```
11
Properties=species:S:1:pos:R:3:mulliken_charge:R:1
C -0.0906 -0.6431 -0.2242 -0.287
C 0.6175 0.5924 0.2349 -0.763
N -1.8534 -0.2586 0.1304 -0.337
F -2.1062 0.9888 -0.3544 -0.165
S 2.3988 0.4369 -0.0714 -0.163
H 0.0380 -1.6597 0.2245 0.367
H 0.0230 -0.4799 -1.3795 0.275
H 0.2547 1.5350 -0.1635 0.337
H 0.3893 0.6773 1.2652 0.384
H -2.3116 -0.9578 -0.5913 0.258
H 2.6405 -0.2313 0.9293 0.095
```

Output
Kohn-Sham gap (eV): 10.19
Charge: 0
E_LUMO (eV): 0.89

=====

## Q
DFT (ωB97M-V/def2-TZVPD) results for a 3-piece molecular cluster, C2H6FNS overall.

```
11
Properties=species:S:1:pos:R:3:mulliken_charge:R:1
C -1.7758 -0.3854 -1.0144 -0.073
C 1.7360 -0.2114 0.8516 -0.651
N -1.7355 0.7074 -0.5586 0.026
F -3.0121 1.2392 0.6252 -0.622
S 2.1951 -0.2391 -0.8774 -0.155
H 1.9863 -1.1666 1.4259 0.265
H -2.0721 -1.4322 -0.8977 0.334
H 0.7111 0.1499 0.9727 0.206
H 2.2482 0.6496 1.2615 0.262
H -1.4370 1.6951 -0.5129 0.339
H 1.1558 -1.0065 -1.2758 0.069
```

Output
Kohn-Sham gap (eV): 9.35
Charge: 0
E_LUMO (eV): -0.05

=====

Most stable structure: P

=====

## P
DFT (ωB97M-V/def2-TZVPD) results for one molecule with the formula C3H7PS.

```
12
Properties=species:S:1:pos:R:3:mulliken_charge:R:1
C 0.0611 -1.4231 1.5208 -0.834
C 0.7440 -0.5883 0.7143 0.014
C 0.1413 -0.3253 -0.6063 -0.543
P 0.4473 1.5059 -1.0262 -0.030
S -1.5156 2.1230 -1.3183 -0.253
H 0.3768 -1.7273 2.4828 0.279
H -0.9428 -1.7713 1.2424 0.206
H 1.8654 -0.4734 0.8898 0.263
H 0.3910 -1.1005 -1.2798 0.446
H -0.9478 -0.5256 -0.4042 0.249
H 0.5300 1.8873 0.3035 0.060
H -1.1507 2.4185 -2.5189 0.142
```

Output
Kohn-Sham gap (eV): 9.96
Charge: 0
E_LUMO (eV): 0.89

=====

## Q
DFT (ωB97M-V/def2-TZVPD) results for one molecule with the formula C3H7PS.

```
12
Properties=species:S:1:pos:R:3:mulliken_charge:R:1
C 0.4319 1.1203 0.2922 -0.958
C 1.1515 0.0422 -0.4769 0.065
C 1.2925 -1.1776 0.1025 -0.747
P -2.3051 -1.0324 0.1552 -0.118
S -1.5971 0.8266 -0.1482 -0.122
H 0.5787 2.0145 -0.1058 0.418
H 0.4146 1.1222 1.3268 0.514
H 1.6082 0.1831 -1.5427 0.247
H 1.6853 -1.9844 -0.5490 0.208
H 1.1057 -1.6057 1.0583 0.310
H -2.5346 -0.8190 -1.2090 -0.016
H -1.8317 1.3102 1.0966 0.198
```

Output
Kohn-Sham gap (eV): 7.94
Charge: 0
E_LUMO (eV): 0.55

=====

Most stable structure: P

=====

## P
DFT (ωB97M-V/def2-TZVPD) results for a 2-piece molecular cluster, C5H8Cl2 overall.

```
15
Properties=species:S:1:pos:R:3:mulliken_charge:R:1
C 0.9226 -0.8607 -0.1809 0.136
C 0.7234 0.3377 -0.6238 0.034
C 2.2429 -1.6035 0.0415 -1.073
C -1.8471 1.1706 0.8054 -0.782
C -1.7124 0.9341 -0.5698 -0.184
Cl 1.6671 1.5942 -1.2653 -0.178
Cl -2.4239 -0.4772 -1.1102 -0.120
H -0.0022 -1.2662 0.2483 0.165
H 3.0060 -0.9145 -0.4260 0.269
H 2.5275 -1.7394 1.0822 0.269
H 2.2098 -2.5194 -0.3739 0.327
H -1.3689 0.3241 1.2173 0.211
H -1.3453 2.0609 1.2465 0.263
H -2.8208 1.2289 1.2881 0.337
H -1.7787 1.7304 -1.3794 0.327
```

Output
Kohn-Sham gap (alpha / beta) (eV): 8.46 / 8.11
Charge: 0
E_LUMO (alpha / beta) (eV): 0.18 / 0.04

=====

## Q
DFT (ωB97M-V/def2-TZVPD) results for one molecule with the formula C5H8Cl2.

```
15
Properties=species:S:1:pos:R:3:mulliken_charge:R:1
C 1.2646 1.1129 1.3197 -0.972
C 1.1469 0.1583 0.4075 0.521
C 2.1754 -1.0918 0.1715 -1.239
C -0.0128 -0.1238 -0.3258 -0.004
Cl 0.4023 0.2127 -2.1321 -0.202
C -1.3070 0.5788 -0.0329 -0.723
Cl -1.9033 -0.3962 1.3961 -0.203
H 2.0322 1.2786 2.1291 0.258
H 0.4981 1.6695 1.5780 0.342
H 3.1933 -0.9056 0.6533 0.325
H 2.2324 -1.3225 -0.8658 0.375
H 1.7379 -2.0693 0.5452 0.304
H -0.2643 -1.1604 -0.1117 0.381
H -2.1636 0.2092 -0.6654 0.342
H -1.3510 1.6146 0.0097 0.495
```

Output
Kohn-Sham gap (eV): 10.68
Charge: 0
E_LUMO (eV): 0.71

=====

Most stable structure: Q

=====

## P
DFT (ωB97M-V/def2-TZVPD) results for a 4-piece molecular cluster, C3H13NO4 overall.

```
21
Properties=species:S:1:pos:R:3:mulliken_charge:R:1
N 0.1814 0.7929 -2.3836 -0.608
C 1.0682 0.7118 -1.1799 -0.411
C 1.0920 -0.7131 -0.6296 -0.505
C 2.5667 -1.2107 -0.6427 -0.062
O 2.8231 -2.2002 -1.3473 -0.502
H 0.4584 0.4208 -3.2870 0.216
H -0.7148 0.3672 -2.1503 0.233
H 1.9789 1.1796 -1.4691 0.407
H 0.3901 1.4228 -0.3847 0.194
H 0.2509 -1.2885 -0.9156 0.520
H 0.9737 -0.5593 0.5373 0.156
H 3.2349 -0.7359 0.0953 0.366
O -1.2893 -1.9184 6.0665 -0.625
H -1.6635 -1.7200 6.9438 0.318
H -2.1215 -2.0186 5.6608 0.307
O -0.2013 -2.9612 -2.8426 -0.681
H 0.7926 -2.6803 -2.7463 0.358
H -0.1996 -3.9864 -2.7236 0.320
O -3.6061 5.5980 1.1513 -0.638
H -3.2158 6.4541 1.2355 0.315
H -2.7989 5.0453 1.0118 0.323
```

Output
Kohn-Sham gap (eV): 9.69
Charge: 0
E_LUMO (eV): 0.58

=====

## Q
DFT (ωB97M-V/def2-TZVPD) results for a 5-piece molecular cluster, C3H13NO4 overall.

```
21
Properties=species:S:1:pos:R:3:mulliken_charge:R:1
C 0.9286 0.5765 -2.4924 -0.917
C -0.1424 -0.2713 -2.6037 -0.190
N -0.2563 -1.6290 -2.1749 -0.362
C 0.2895 -2.6884 -2.6636 -0.316
H 1.8553 0.2405 -2.2401 0.466
H 0.8514 1.6617 -2.5450 0.248
H -1.1124 -0.0371 -2.8244 0.489
H 0.3026 -3.6158 -2.3397 0.342
H 1.0122 -2.7946 -3.4681 0.236
O -2.2506 1.8480 3.9048 -0.672
H -2.6526 1.2399 3.2462 0.307
H -1.6315 2.4399 3.3698 0.357
O -1.1974 -0.3435 1.0872 -0.629
H -1.9658 -0.9090 1.1346 0.287
H -1.0421 -0.2324 0.1489 0.333
O 2.4083 1.0673 0.2192 -0.630
H 1.8450 0.2951 -0.0109 0.317
H 2.4710 0.9315 1.1870 0.311
O 0.3024 1.1070 3.0461 -0.666
H 0.2340 0.5290 2.2222 0.330
H -0.2490 0.5848 3.7968 0.358
```

Output
Kohn-Sham gap (eV): 9.83
Charge: 0
E_LUMO (eV): 0.42

=====

Most stable structure: P

=====

## P
DFT (ωB97M-V/def2-TZVPD) results for an isolated ion of composition C6H11N2S and charge +1.

```
20
Properties=species:S:1:pos:R:3:mulliken_charge:R:1
C -2.9498 0.1341 -0.2829 0.047
C -1.0754 -1.0878 0.1825 0.868
C -0.5199 -2.4192 0.3621 -1.256
C 1.3521 1.7233 0.9254 -1.802
C 1.4231 0.6537 -1.3042 -1.375
C 0.9763 0.4520 0.1094 0.462
N -2.4162 -1.0483 -0.0845 -0.456
N -0.4800 0.1185 0.2132 -0.009
S -1.7847 1.4141 -0.1561 0.130
H -4.0644 0.3509 -0.3073 0.377
H -0.2160 -2.7433 1.2727 0.367
H -1.1085 -3.1791 -0.0045 0.372
H 0.4315 -2.4096 -0.1657 0.367
H 2.3593 1.7924 1.1203 0.496
H 0.9415 1.7321 1.9122 0.459
H 1.1407 2.6704 0.5263 0.476
H 0.8660 0.0259 -1.9504 0.390
H 2.4325 0.5485 -1.4640 0.418
H 1.2055 1.7266 -1.6072 0.346
H 1.4865 -0.4553 0.7027 0.323
```

Output
Kohn-Sham gap (eV): 10.16
Charge: +1
E_LUMO (eV): -4.97

=====

## Q
DFT (ωB97M-V/def2-TZVPD) results for an isolated ion of composition C6H11N2S and charge +1.

```
20
Properties=species:S:1:pos:R:3:mulliken_charge:R:1
C -1.3221 -1.1543 -0.5766 -0.667
C -1.3014 1.1530 -0.6863 -0.281
C -1.6224 -0.9657 -1.8956 -0.116
C 1.3213 -1.0857 0.3739 -0.803
C -0.3570 0.1548 1.3402 -1.061
C 1.4650 1.3767 0.3927 -0.751
N -1.1739 0.0441 0.1179 0.306
N 1.0296 0.1703 0.9588 0.198
S -1.5671 0.7154 -2.2762 -0.015
H -1.3550 -2.0605 0.0149 0.440
H -1.1371 2.0902 -0.2633 0.603
H 2.4304 -1.1927 0.1128 0.340
H 1.1034 -2.0502 0.9934 0.262
H 0.8579 -1.1919 -0.6462 0.332
H -0.6141 1.0305 1.8217 0.461
H -1.9339 -1.6303 -2.6632 0.482
H -0.6631 -0.5692 2.0117 0.366
H 2.6085 1.2490 0.2289 0.305
H 0.8485 1.6810 -0.4608 0.301
H 1.3825 2.2355 1.1013 0.300
```

Output
Kohn-Sham gap (eV): 8.56
Charge: +1
E_LUMO (eV): -4.42

=====

Most stable structure: P

=====

## P
DFT (ωB97M-V/def2-TZVPD) results for a 2-piece molecular cluster, C5H15N2 overall.

```
22
Properties=species:S:1:pos:R:3:mulliken_charge:R:1
N 0.2740 -1.8592 -0.8759 -0.094
C -0.8659 -0.9646 -1.1230 0.261
C -2.0767 -1.7161 -1.6109 -1.400
C -1.0929 -0.0937 0.1836 -0.673
N 0.0993 0.2935 0.8301 0.029
C -0.1299 1.0650 1.9415 -0.759
C 2.9238 1.8784 0.1107 -0.802
H 2.2965 1.2155 0.7198 -0.040
H 0.9775 -1.4191 -0.2576 0.329
H 0.0301 -2.6690 -0.2775 0.407
H -0.4860 -0.2502 -1.8570 0.352
H -2.8513 -1.0467 -1.9877 0.416
H -2.5391 -2.2935 -0.8060 0.430
H -1.8252 -2.4070 -2.4091 0.412
H -1.6686 -0.7155 0.9079 0.482
H -1.7549 0.7567 -0.0334 0.509
H -0.6299 2.0333 1.6736 0.460
H 0.7811 1.4084 2.4406 0.360
H -0.7558 0.6543 2.7649 0.428
H 3.9519 1.6253 0.3527 0.321
H 2.6830 1.5784 -0.9083 0.280
H 2.6590 2.9256 0.2213 0.292
```

Output
Spin multiplicity: 2
Kohn-Sham gap (alpha / beta) (eV): 6.10 / 5.98
Charge: +2
E_LUMO (alpha / beta) (eV): -13.48 / -13.61
Expectation value of S²: 0.78

=====

## Q
DFT (ωB97M-V/def2-TZVPD) results for an isolated ion of composition C5H15N2 and charge +2.

```
22
Properties=species:S:1:pos:R:3:mulliken_charge:R:1
N 1.2364 0.6061 1.3775 -0.177
C 1.1450 0.8395 -0.1848 0.137
C 2.4786 0.4147 -0.7877 -1.625
C -0.0501 -0.0302 -0.7653 -0.639
N -1.0305 -0.5878 0.1856 -0.105
C -1.7895 -1.7393 -0.3123 -0.773
C -2.0429 0.4359 0.6415 -0.847
H 0.3934 0.0624 1.5591 0.316
H 1.2779 1.4901 1.8924 0.366
H 2.1589 0.1778 1.5080 0.400
H 0.7880 1.8711 -0.3258 0.380
H 2.6199 0.6436 -1.8529 0.380
H 2.5769 -0.6672 -0.7349 0.519
H 3.2487 1.0659 -0.3604 0.490
H 0.3797 -0.9200 -1.2494 0.533
H -0.5750 0.5190 -1.5682 0.352
H -2.5042 -1.3892 -1.0631 0.388
H -2.2788 -2.2623 0.5100 0.366
H -1.0814 -2.4601 -0.7452 0.383
H -2.6753 0.7080 -0.2092 0.447
H -2.7107 -0.0712 1.3647 0.377
H -1.5650 1.2932 1.1202 0.330
```

Output
Spin multiplicity: 2
Kohn-Sham gap (alpha / beta) (eV): 13.81 / 8.61
Charge: +2
E_LUMO (alpha / beta) (eV): -7.11 / -12.45
Expectation value of S²: 0.75

=====

Most stable structure: Q

=====

## P
DFT (ωB97M-V/def2-TZVPD) results for a 5-piece molecular cluster, C2H16N2O4 overall.

```
24
Properties=species:S:1:pos:R:3:mulliken_charge:R:1
N -2.5438 -1.2181 -1.5491 -0.496
C -2.7902 0.2095 -1.7587 -0.520
C -1.4016 0.8456 -2.0251 -0.207
N -1.5487 2.2767 -2.0786 -0.555
H -1.9396 -1.5336 -2.2934 0.213
H -3.3961 -1.7143 -1.6442 0.229
H -3.0621 0.6144 -0.7775 0.299
H -3.4619 0.4616 -2.5860 0.299
H -0.4689 0.4288 -1.3883 0.056
H -0.9727 0.5292 -3.0171 0.221
H -2.4804 2.5331 -1.5733 0.248
H -0.7239 2.8903 -1.7539 0.225
O 2.3416 3.3086 2.2349 -0.620
H 3.1048 3.7198 1.8292 0.315
H 2.1765 4.0214 2.8384 0.307
O 1.7159 -2.9862 2.6206 -0.684
H 0.9439 -3.2576 2.1168 0.332
H 1.4016 -2.1415 2.9514 0.329
O 3.3169 -1.5369 0.4409 -0.659
H 2.7900 -2.1136 1.1135 0.386
H 3.5124 -0.7670 0.9300 0.284
O -0.1803 -0.8168 0.9865 -0.634
H -0.9129 -1.2011 0.5446 0.327
H -0.2655 0.0390 0.5424 0.305
```

Output
Kohn-Sham gap (eV): 9.70
Charge: 0
E_LUMO (eV): 0.62

=====

## Q
DFT (ωB97M-V/def2-TZVPD) results for a 5-piece molecular cluster, C2H16N2O4 overall.

```
24
Properties=species:S:1:pos:R:3:mulliken_charge:R:1
C -1.7816 -2.3224 2.0408 -0.839
N -1.3283 -0.9754 1.8286 -0.187
C -2.2445 0.1612 1.8746 -0.527
N -1.8452 1.1657 0.9089 -0.544
H -1.8175 -2.6168 3.1017 0.292
H -2.7593 -2.5755 1.6514 0.288
H -1.0313 -2.9766 1.5927 0.278
H -0.4269 -0.6908 2.1714 0.209
H -2.3384 0.6871 2.8354 0.265
H -3.2725 -0.1928 1.7704 0.372
H -0.8875 1.4053 1.0921 0.200
H -2.0657 1.0512 -0.0659 0.246
O 1.1538 0.5866 -1.4104 -0.721
H 0.4489 0.6026 -0.7599 0.222
H 1.5754 -0.2755 -1.4520 0.376
O 1.8309 2.5544 0.3263 -0.567
H 2.2086 1.8677 0.8823 0.310
H 1.8055 3.3485 0.8659 0.267
O 3.7379 0.5542 -2.6563 -0.627
H 2.9787 0.8144 -2.1097 0.386
H 3.3508 0.2900 -3.4942 0.292
O 1.0169 -1.0736 -3.8414 -0.612
H 1.3717 -0.1959 -3.9523 0.305
H 0.3195 -1.1937 -3.2005 0.313
```

Output
Kohn-Sham gap (eV): 9.07
Charge: 0
E_LUMO (eV): 0.34

=====

Most stable structure: Q

=====

## P
DFT (ωB97M-V/def2-TZVPD) results for C6H15N as an isolated structure.

```
22
Properties=species:S:1:pos:R:3:mulliken_charge:R:1
C 0.3545 2.4004 0.3416 -0.816
N -0.1030 1.1200 0.8700 -0.211
C 0.5580 0.0326 0.4533 1.211
C -0.3800 -1.2504 0.5577 -0.874
C -1.0622 -1.5327 -0.7795 -0.537
C -2.0169 -0.3853 -1.1088 -0.989
C 1.9551 -0.3170 1.0905 -1.279
H -0.3367 3.1202 0.7576 0.344
H 0.5678 2.5037 -0.7438 0.321
H 1.3520 2.5883 0.8217 0.376
H 0.7833 0.0978 -0.8025 -0.732
H 1.2374 0.2251 -1.4726 0.633
H 0.2536 -2.0855 0.8316 0.372
H -1.1108 -1.0483 1.3571 0.380
H -0.3176 -1.6138 -1.5815 0.322
H -1.6877 -2.4279 -0.7067 0.351
H -2.8355 -0.5715 -1.8029 0.369
H -1.4798 0.5007 -1.4491 0.239
H -2.6175 -0.1142 -0.2145 0.302
H 2.8180 0.1789 0.6170 0.395
H 2.0773 -1.3586 0.8138 0.480
H 1.9907 -0.0625 2.1500 0.344
```

Output
Spin multiplicity: 2
Kohn-Sham gap (alpha / beta) (eV): 8.87 / 8.71
Charge: +1
E_LUMO (alpha / beta) (eV): -6.07 / -6.94
Expectation value of S²: 0.76

=====

## Q
DFT (ωB97M-V/def2-TZVPD) results for an isolated ion of composition C6H15N and charge +1.

```
22
Properties=species:S:1:pos:R:3:mulliken_charge:R:1
C 0.9406 0.0107 -2.1527 -1.165
C 0.6827 0.8226 -0.8606 0.169
C -0.7455 0.4820 -0.4295 -0.830
C -0.9375 -0.9087 0.0040 -0.619
C -0.2687 -1.4674 1.1869 -0.397
C -0.4914 -0.7698 2.5903 -1.145
N 0.6814 2.3445 -1.1766 -0.347
H 0.9791 -1.0834 -1.8847 0.367
H 0.4185 0.2335 -3.1361 0.302
H 1.8672 0.3973 -2.5247 0.382
H 1.3023 0.6235 -0.0297 0.422
H -1.0476 1.1922 0.4924 0.424
H -1.4358 0.8012 -1.2256 0.335
H -2.0589 -0.7916 0.2229 0.278
H -0.8449 -1.4500 -0.8912 0.487
H -0.4335 -2.5257 1.3215 0.408
H 0.8164 -1.3897 1.0472 0.219
H -0.3114 0.3650 2.6229 0.245
H 0.1561 -1.1254 3.3491 0.415
H -1.5187 -1.0121 2.9888 0.304
H 1.7164 2.6273 -1.2783 0.380
H 0.5333 2.6240 -0.2364 0.365
```

Output
Spin multiplicity: 2
Kohn-Sham gap (alpha / beta) (eV): 11.85 / 5.06
Charge: +1
E_LUMO (alpha / beta) (eV): -3.22 / -9.77
Expectation value of S²: 0.76

=====

Most stable structure: Q